(1)
A 12-piece molecular cluster, C60H73NO28 overall at a distorted geometry, computed with the ωB97M-V functional and the def2-TZVPD basis.

```
162
Properties=species:S:1:pos:R:3:mulliken_charge:R:1
O 0.842 -7.654 -0.213 -0.51
C 0.819 -6.595 0.631 0.17
C -0.166 -5.628 0.456 -0.30
C -0.352 -4.628 1.282 -0.69
C 0.506 -4.409 2.331 0.47
O 0.332 -3.293 3.081 -0.16
C 1.503 -5.357 2.624 -0.80
C 1.572 -6.512 1.805 -0.75
H 1.598 -8.242 -0.143 0.30
H -0.863 -5.986 -0.287 0.49
H -1.156 -3.923 1.131 0.65
H 0.745 -3.500 3.922 0.20
H 1.933 -5.147 3.592 0.56
H 2.154 -7.353 2.150 0.36
O 1.679 6.156 2.891 -0.49
C 2.196 6.701 1.835 0.04
C 2.172 6.033 0.639 0.56
C 2.734 6.683 -0.454 -0.85
C 3.327 7.955 -0.293 0.15
O 3.758 8.637 -1.469 -0.55
C 3.184 8.725 0.850 -0.43
C 2.673 8.035 1.936 -0.55
H 0.903 5.631 2.682 0.23
H 1.588 5.173 0.344 0.28
H 2.589 6.180 -1.399 0.55
H 4.502 9.156 -1.155 0.30
H 3.658 9.695 0.872 0.28
H 2.700 8.415 2.947 0.42
O -2.187 0.389 7.803 -0.59
C -1.391 1.411 7.201 0.43
C -0.140 0.980 6.852 -0.34
C 0.762 1.892 6.294 -0.69
C 0.309 3.183 5.971 0.30
O 1.073 4.108 5.270 -0.43
C -1.053 3.517 6.245 -0.16
C -1.809 2.666 6.989 -0.96
H -3.106 0.572 8.012 0.33
H 0.117 -0.041 7.091 0.53
H 1.742 1.485 6.093 0.49
H 1.997 4.086 5.530 0.29
H -1.427 4.517 6.084 0.47
H -2.737 3.110 7.320 0.35
O -5.135 -3.608 -4.549 -0.57
C -4.416 -2.970 -3.615 0.70
C -3.387 -3.647 -2.968 -0.88
C -2.699 -3.036 -1.958 0.08
C -3.045 -1.868 -1.506 -0.26
O -2.269 -1.158 -0.483 0.18
C -4.104 -1.153 -2.078 0.15
C -4.806 -1.693 -3.164 -0.79
H -5.051 -4.564 -4.528 0.32
H -3.139 -4.686 -3.131 0.23
H -1.904 -3.593 -1.486 0.32
H -1.314 -1.248 -0.519 -0.05
H -4.366 -0.288 -1.485 0.17
H -5.732 -1.209 -3.435 0.48
O 0.942 -0.698 -0.410 0.07
C 0.738 0.441 0.317 0.44
C 0.570 0.382 1.736 0.33
C 0.335 1.606 2.470 -0.42
C 0.317 2.845 1.806 0.31
O 0.180 4.043 2.502 -0.03
C 0.329 2.838 0.422 -1.31
C 0.629 1.670 -0.272 -0.47
H 1.398 -1.376 0.095 -0.08
H 0.475 -0.473 2.389 0.33
H 0.236 1.702 3.541 -0.62
H 0.147 3.989 3.459 -0.03
H 0.005 3.760 -0.039 1.07
H 0.575 1.595 -1.348 0.26
O -5.249 1.286 0.049 -0.64
C -4.760 2.040 -1.058 -0.08
C -5.584 2.504 -2.072 -0.67
C -5.158 3.201 -3.248 -0.95
C -3.727 3.471 -3.357 0.47
O -3.173 3.809 -4.542 -0.52
C -2.884 3.137 -2.270 -0.66
C -3.359 2.370 -1.182 0.75
H -4.571 0.657 0.306 0.29
H -6.632 2.366 -1.848 0.45
H -5.911 3.503 -3.961 0.39
H -3.841 3.729 -5.226 0.30
H -1.816 3.299 -2.279 0.48
H -2.659 2.006 -0.444 0.34
O -2.739 3.931 4.025 -0.32
C -3.230 4.890 3.133 0.05
C -3.697 4.515 1.885 0.28
C -3.989 5.435 0.883 -0.53
C -3.750 6.783 1.156 0.89
O -3.763 7.641 0.132 -0.56
C -3.317 7.160 2.404 -0.77
C -3.184 6.228 3.403 -0.59
H -2.920 3.000 3.874 0.06
H -3.683 3.478 1.584 0.14
H -4.267 4.910 -0.020 0.33
H -3.698 8.578 0.330 0.30
H -3.239 8.236 2.471 0.28
H -2.953 6.544 4.409 0.40
C 0.768 -10.973 -8.091 -0.77
O 0.246 -10.320 -6.942 -0.33
C 1.029 -9.155 -6.762 -0.49
C 0.372 -8.356 -5.640 -0.53
N 1.084 -7.093 -5.467 -0.14
C 0.786 -6.253 -4.300 -0.46
C 1.675 -5.004 -4.177 -0.58
O 1.219 -4.212 -3.139 0.05
C 2.084 -3.166 -2.879 -0.57
H 0.578 -12.040 -7.969 0.29
H 1.854 -10.912 -8.148 0.31
H 0.384 -10.790 -9.095 0.28
H 0.914 -8.457 -7.591 0.30
H 2.110 -9.243 -6.654 0.40
H 0.523 -9.037 -4.803 0.22
H -0.678 -8.086 -5.757 0.29
H 1.382 -6.670 -6.335 0.24
H 0.831 -6.718 -3.315 0.11
H -0.289 -6.124 -4.428 0.21
H 1.695 -4.332 -5.034 0.33
H 2.653 -5.460 -4.024 0.32
H 2.094 -2.460 -3.709 0.26
H 3.106 -3.403 -2.582 0.34
H 1.696 -2.773 -1.939 -0.08
O -3.770 1.263 2.595 -0.65
C -3.181 0.374 3.232 0.22
O -1.895 0.330 3.588 0.55
C -1.751 -0.689 4.530 0.26
C -2.978 -1.618 4.399 -0.53
O -3.863 -0.763 3.697 -0.36
H -0.708 -1.006 4.498 0.40
H -1.930 -0.238 5.507 -0.31
H -3.388 -1.703 5.405 0.37
H -2.840 -2.613 3.975 0.19
O 4.642 -0.088 4.208 -0.62
C 4.638 -0.981 3.344 0.65
O 5.655 -1.185 2.512 -0.31
C 5.520 -2.399 1.767 -0.44
C 4.167 -2.828 2.020 0.31
O 3.796 -2.028 3.175 -0.27
H 5.909 -2.174 0.774 0.33
H 6.119 -3.256 2.075 0.24
H 4.029 -3.891 2.216 0.30
H 3.604 -2.497 1.147 -0.13
O 3.791 2.405 -3.090 -0.55
C 2.784 2.023 -3.645 0.64
O 1.889 2.737 -4.328 -0.32
C 0.802 1.887 -4.823 -0.14
C 1.319 0.476 -4.481 -0.34
O 2.278 0.728 -3.581 -0.19
H -0.156 2.010 -4.319 0.06
H 0.568 1.875 -5.887 0.32
H 1.599 -0.036 -5.402 0.37
H 0.596 -0.131 -3.938 0.23
O 7.398 1.369 -0.135 -0.66
C 6.201 1.653 0.006 0.64
O 5.169 0.927 0.322 -0.35
C 3.930 1.653 0.262 1.21
C 4.417 3.128 0.291 -0.06
O 5.730 2.884 -0.200 -0.41
H 3.378 1.476 -0.661 -0.59
H 3.347 1.424 1.153 -0.18
H 4.203 3.594 1.252 0.23
H 3.831 3.809 -0.327 0.11
```

The highest occupied orbital energy is -7.60 eV. The net charge is 0. The calculation puts the HOMO-LUMO gap at 7.63 eV. As for the SMILES: Oc1ccc(O)cc1.Oc1ccc(O)cc1.Oc1ccc(O)cc1.Oc1ccc(O)cc1.Oc1ccc(O)cc1.Oc1ccc(O)cc1.Oc1ccc(O)cc1.COCCNCCOC.O=C1OCCO1.O=C1OCCO1.O=C1OCCO1.O=C1OCCO1. The calculation puts the molar mass at 1256.22 g/mol.

(2)
A 10-piece molecular cluster, C60H74BrFIN10O8PS overall, computed with the ωB97M-V functional and the def2-TZVPD basis.

```
157
Properties=species:S:1:pos:R:3:mulliken_charge:R:1
C 3.834 -0.003 -4.511 -1.12
C 2.523 -0.256 -3.754 -0.11
I 1.096 -0.797 -5.289 0.06
C 2.024 1.003 -2.978 -4.03
C 1.884 1.108 -1.412 2.99
P 1.043 2.756 -1.246 0.31
O -0.351 2.802 -1.695 -0.65
O 2.054 3.685 -2.100 -0.52
O 1.337 3.277 0.240 -0.40
C 3.283 1.202 -0.638 -0.94
C 4.477 0.796 -1.511 -0.78
C 5.914 1.057 -1.045 -1.28
C 6.227 2.433 -0.469 -0.25
F 7.080 2.311 0.628 -0.36
S 3.351 0.453 1.012 1.54
O 2.716 1.338 1.939 -0.44
O 4.680 0.002 1.277 -0.70
O 2.493 -0.885 0.896 -0.46
C 1.698 -1.171 -0.259 -0.90
C 0.941 0.076 -0.716 -0.01
Br -0.472 -0.624 -1.907 -0.09
O 0.393 0.749 0.343 0.41
C -0.712 0.200 1.061 0.13
C -0.792 0.806 2.471 0.20
N -0.812 -0.147 3.570 0.17
C 0.463 -0.795 3.877 -0.40
C 0.643 -1.007 5.377 0.42
C -0.507 -1.773 6.002 -1.25
O 1.841 -1.750 5.621 -0.62
H 3.905 -0.660 -5.378 0.77
H 3.848 1.016 -4.905 0.48
H 4.706 -0.211 -3.892 -0.23
H 2.639 -1.136 -3.127 0.32
H 1.043 1.279 -3.370 1.39
H 2.678 1.819 -3.278 0.80
H 2.339 4.460 -1.602 0.30
H 0.542 3.706 0.590 0.28
H 3.410 2.249 -0.349 1.21
H 4.410 -0.271 -1.739 0.12
H 4.355 1.318 -2.456 0.18
H 6.253 0.315 -0.328 0.47
H 6.526 0.904 -1.940 0.57
H 5.341 2.967 -0.116 0.13
H 6.746 3.068 -1.191 0.31
H 2.329 -1.555 -1.060 0.16
H 1.017 -1.962 0.046 0.67
H -0.642 -0.892 1.118 0.34
H -1.607 0.455 0.485 -0.17
H 0.054 1.485 2.604 -0.42
H -1.695 1.416 2.511 -0.35
H -1.509 -0.856 3.379 0.36
H 1.270 -0.157 3.509 -0.05
H 0.569 -1.772 3.381 0.26
H 0.743 -0.025 5.857 0.19
H -0.616 -2.754 5.534 0.30
H -1.431 -1.198 5.942 0.21
H -0.290 -1.947 7.059 0.44
H 2.451 -1.606 4.889 0.34
C -1.739 -7.894 4.711 -0.20
C -0.600 -7.245 4.261 -0.68
C -0.517 -5.869 4.421 -0.14
N -1.475 -5.136 4.983 -0.20
C -2.561 -5.775 5.413 -0.20
C -2.745 -7.145 5.303 -0.72
H -1.843 -8.966 4.604 0.42
H 0.211 -7.789 3.796 0.36
H 0.362 -5.327 4.088 0.37
H -3.328 -5.156 5.868 0.37
H -3.653 -7.609 5.666 0.56
C 5.190 4.401 -8.686 -0.16
C 4.641 4.854 -7.497 -0.70
C 4.304 3.920 -6.529 -0.19
N 4.478 2.609 -6.679 -0.18
C 5.004 2.188 -7.827 -0.08
C 5.376 3.039 -8.856 -0.73
H 5.465 5.098 -9.467 0.38
H 4.474 5.907 -7.320 0.38
H 3.869 4.238 -5.587 0.43
H 5.127 1.115 -7.927 0.39
H 5.797 2.640 -9.769 0.37
C -5.451 4.825 3.184 -0.25
C -4.143 4.930 3.635 -0.81
C -3.205 4.032 3.151 -0.18
N -3.494 3.073 2.274 0.03
C -4.752 2.983 1.849 -0.49
C -5.764 3.831 2.272 -0.78
H -6.213 5.507 3.541 0.39
H -3.855 5.689 4.349 0.39
H -2.173 4.078 3.487 0.46
H -4.954 2.197 1.133 0.72
H -6.769 3.708 1.891 0.43
C 8.716 -3.455 -2.937 -0.13
C 8.355 -2.570 -3.940 -0.77
C 7.179 -1.851 -3.793 -0.07
N 6.374 -1.967 -2.739 -0.06
C 6.732 -2.820 -1.782 -0.06
C 7.889 -3.583 -1.833 -0.77
H 9.628 -4.033 -3.013 0.39
H 8.969 -2.436 -4.819 0.36
H 6.864 -1.146 -4.557 0.34
H 6.063 -2.892 -0.931 0.39
H 8.132 -4.258 -1.024 0.37
C -7.302 -9.724 2.747 -0.17
C -7.705 -9.866 4.064 -0.44
C -6.962 -9.242 5.055 -0.24
N -5.876 -8.510 4.810 -0.31
C -5.498 -8.385 3.539 -0.05
C -6.174 -8.966 2.477 -0.63
H -7.857 -10.194 1.945 0.37
H -8.579 -10.448 4.325 0.35
H -7.251 -9.328 6.096 0.36
H -4.609 -7.789 3.366 0.40
H -5.820 -8.826 1.465 0.35
C -5.626 1.439 -3.999 -0.33
C -6.697 2.158 -3.492 -0.54
C -6.630 2.607 -2.182 -0.30
N -5.592 2.381 -1.380 -0.15
C -4.569 1.691 -1.881 -0.03
C -4.536 1.201 -3.178 -0.72
H -5.640 1.072 -5.018 0.44
H -7.568 2.369 -4.097 0.38
H -7.448 3.177 -1.754 0.34
H -3.729 1.531 -1.212 0.49
H -3.673 0.652 -3.530 0.43
C 2.346 4.910 4.734 -0.73
C 2.579 6.235 5.065 -0.30
C 2.440 7.201 4.078 -0.31
N 2.091 6.926 2.824 -0.52
C 1.865 5.649 2.525 -0.49
C 1.981 4.606 3.432 0.14
H 2.453 4.126 5.473 0.43
H 2.869 6.519 6.067 0.38
H 2.619 8.246 4.303 0.37
H 1.598 5.449 1.494 0.52
H 1.805 3.584 3.119 0.46
C -4.156 -0.676 4.646 -0.44
C -5.009 0.120 3.899 -0.34
C -6.332 -0.275 3.764 -0.29
N -6.831 -1.379 4.317 -0.60
C -5.998 -2.134 5.031 -0.38
C -4.658 -1.831 5.223 -0.25
H -3.117 -0.396 4.767 0.65
H -4.647 1.022 3.428 0.53
H -7.029 0.324 3.186 0.39
H -6.428 -3.030 5.467 0.36
H -4.024 -2.487 5.806 0.37
C -2.493 2.487 -6.900 -0.30
C -1.134 2.561 -6.643 -0.38
C -0.257 1.985 -7.552 -0.49
N -0.648 1.357 -8.658 -0.53
C -1.958 1.295 -8.893 -0.25
C -2.916 1.840 -8.051 -0.34
H -3.209 2.923 -6.215 0.46
H -0.757 3.047 -5.753 0.40
H 0.813 2.017 -7.375 0.70
H -2.253 0.779 -9.800 0.36
H -3.966 1.757 -8.296 0.36
```

The highest occupied orbital energy is -8.78 eV. The net charge is 0. The calculation puts the HOMO-LUMO gap at 9.07 eV. As for the SMILES: C[C@H](I)C[C@]1(P(=O)(O)O)[C@H](CCCF)S(=O)(=O)OC[C@@]1(Br)OCCNC[C@@H](C)O.c1ccncc1.c1ccncc1.c1ccncc1.c1ccncc1.c1ccncc1.c1ccncc1.c1ccncc1.c1ccncc1.c1ccncc1. The calculation puts the molar mass at 1352.16 g/mol.

Look up the molar mass of the second one. 1352.16 g/mol